[1]
{"formula": "C5H6O2", "method": "the ωB97M-V functional and the def2-TZVPD basis", "charge": 0, "relative_energy_kj_mol": 528.9, "gap_ha": 0.370, "max_force_ev_per_a": 0.634, "elements": ["C", "C", "O", "C", "O", "C", "C", "H", "H", "H", "H", "H", "H"], "coordinates": [[0.854, 1.572, 0.907], [0.114, 0.257, 0.937], [-1.215, 0.500, 0.250], [-1.306, -0.393, -0.757], [-2.196, -0.533, -1.540], [-0.015, -1.042, -0.526], [0.930, -0.898, 0.287], [0.224, 2.353, 1.343], [1.783, 1.483, 1.475], [1.093, 1.845, -0.125], [-0.161, -0.059, 1.944], [-0.153, -2.721, -1.838], [0.178, -2.231, -2.299]], "atomic_forces_ev_per_a": [[0.029, 0.012, 0.001], [0.031, 0.334, 0.347], [-0.112, -0.023, -0.094], [-0.321, -0.035, -0.264], [0.468, 0.064, 0.400], [0.412, -0.045, 0.237], [-0.446, -0.129, -0.433], [0.077, -0.105, -0.051], [-0.141, 0.016, -0.076], [-0.027, -0.048, 0.141], [0.051, 0.027, -0.127], [0.011, -0.007, -0.072], [-0.031, -0.061, -0.009]], "nbo_charge": [-0.62, 0.10, -0.48, 0.70, -0.53, -0.01, -0.14, 0.23, 0.23, 0.23, 0.22, 0.04, 0.04]}

***

[2]
{"formula": "C4H7BaO", "method": "the ωB97M-V functional and the def2-TZVPD basis", "charge": 2, "relative_energy_kj_mol": 0.0, "gap_ha": [0.295, 0.257], "spin_multiplicity": 2, "max_force_ev_per_a": 2.510, "elements": ["C", "C", "C", "O", "Ba", "H", "H", "H", "H", "C", "H", "H", "H"], "coordinates": [[0.986, -0.938, -0.725], [0.241, 0.191, -0.046], [-1.193, 0.372, -0.326], [-1.868, 1.370, 0.169], [-2.015, 3.814, 1.214], [0.350, -1.715, -1.162], [0.783, 1.142, -0.025], [1.849, -0.621, -1.314], [-1.292, -0.689, 0.295], [1.134, -0.962, 0.756], [0.485, -1.604, 1.353], [2.049, -0.598, 1.220], [-1.510, 0.239, -1.407]], "atomic_forces_ev_per_a": [[0.101, -0.711, 0.568], [2.341, 0.884, -0.191], [-0.756, -1.539, -0.835], [0.222, 1.883, 1.511], [-0.102, -1.394, -0.581], [0.271, 0.308, 0.027], [-0.127, -0.098, 0.374], [-0.289, -0.154, 0.103], [-0.923, 1.044, -0.689], [-1.175, 0.563, -0.960], [0.403, -0.050, -0.218], [-0.402, 0.072, -0.105], [0.435, -0.808, 0.995]], "nbo_charge": [-0.39, -0.23, -0.04, -0.82, 1.96, 0.25, 0.24, 0.27, 0.32, -0.29, 0.24, 0.26, 0.24]}